Computed, not measured: a cluster of 2 separate species, C2H5BrN3 in total, with ωB97M-V with the def2-TZVPD basis set.

Calculated values
- Spin multiplicity: 1
- E_HOMO: -0.52646 hartree
- Energy relative to the best compared isomer or geometry (same formula, charge and spin): 2.393 eV
- Frontier orbital gap: 7.382 eV
- Net charge: +1
- Calculated total energy: -2817.136192 hartree

Geometry as XYZ:
```
11
C2H5BrN3 | the Open Molecules 2025 dataset | ωB97M-V with the def2-TZVPD basis set
C 0.39024 -0.57130 0.54840
C -0.12094 1.50433 1.14799
N -0.31971 -0.57638 1.76806
N -0.61322 0.60814 2.07175
N 0.44270 0.83639 0.12654
Br -0.34350 -1.76691 -3.31433
H 1.47833 -0.98350 0.64299
H -0.19790 -1.34574 -0.03119
H -0.20473 2.52512 1.48635
H -1.57568 -1.38308 -3.83158
H 1.06441 1.15293 -0.61498
```